Entry 1:
Molecular formula: C31H65BCl20InO3
Method: DFT, wB97M-V/def2-TZVPD

Each line ends with the Löwdin charge.
CARTESIAN COORDINATES (ANGSTROEM)
C 3.73979 -1.23625 3.80457  -0.077
C 2.55007 -1.22836 3.06914  -0.250
C 2.47764 -2.05179 1.70959  -0.301
In 1.07672 -1.00595 0.24518  0.590
C -1.12648 -1.31854 0.78518  -0.333
C -1.42233 -0.86763 2.29945  -0.292
C -1.92613 0.65043 2.37563  -0.210
C -1.94500 1.18255 3.87394  -0.204
C -1.11298 2.54278 4.07900  -0.192
C 0.26370 2.14128 4.74586  -0.172
C 1.38238 3.25634 4.68946  -0.221
O 1.34921 4.06609 3.51017  -0.235
C 2.63503 4.15589 2.88299  -0.148
B 1.39397 1.28137 0.40324  -0.615
O 1.67756 2.12930 -0.72418  -0.059
O 1.25002 1.81665 1.75221  -0.035
H 4.47667 -2.07060 3.70145  0.001
H 3.89470 -0.38216 4.52472  0.037
H 1.71112 -0.60921 3.47314  0.053
H 3.51263 -2.10886 1.24459  -0.028
H 2.18448 -3.12752 1.91602  0.031
H 1.41693 -1.46792 -1.47715  -0.110
H -1.68927 -0.57490 0.13720  0.000
H -1.42266 -2.38082 0.57528  0.010
H -2.26552 -1.53301 2.67133  0.097
H -0.51065 -1.03490 2.93985  0.074
H -1.38507 1.31944 1.65319  0.090
H -3.01092 0.62220 2.03243  0.104
H -1.56309 0.34992 4.54232  0.104
H -3.02330 1.37466 4.17681  0.096
H -1.02023 3.10704 3.11432  0.095
H -1.73409 3.16281 4.80013  0.103
H 0.04533 1.92174 5.83509  0.115
H 0.60650 1.17738 4.28428  0.089
H 2.38015 2.70614 4.69717  0.120
H 1.38078 3.87085 5.64489  0.119
H 3.00501 3.10117 2.67871  0.078
H 2.48524 4.62418 1.86128  0.104
H 3.42176 4.67776 3.49492  -0.002
H 1.19574 2.97941 -0.59108  -0.059
H 0.68250 2.61522 1.73317  0.051
Cl -0.85811 -2.37809 -2.70230  0.548
C -2.43685 -2.30557 -3.53540  -0.688
C -3.36548 -1.26041 -2.95632  -0.659
Cl -3.93360 -1.69025 -1.32496  0.579
H -2.88567 -3.29785 -3.49401  0.031
H -2.22481 -2.06914 -4.58013  0.066
H -4.25412 -1.16839 -3.58261  0.034
H -2.88402 -0.28344 -2.90219  0.071
Cl 6.05273 3.27162 3.40681  0.586
C 7.07667 4.55950 4.08611  -0.656
C 6.37158 5.33789 5.17509  -0.666
Cl 5.02934 6.32669 4.54149  0.574
H 7.38879 5.20939 3.26857  0.069
H 7.96447 4.07516 4.49527  0.072
H 7.07248 6.02645 5.64998  -0.017
H 5.96919 4.67687 5.94339  0.073
Cl -3.88653 -3.79110 -7.59438  0.537
C -4.00780 -5.00893 -6.29925  -0.651
C -5.35432 -4.97739 -5.61038  -0.636
Cl -5.58452 -3.49388 -4.65424  0.565
H -3.19349 -4.83538 -5.59584  0.063
H -3.85347 -5.98287 -6.76531  0.073
H -5.43487 -5.81595 -4.91706  0.076
H -6.17316 -5.04803 -6.32648  0.070
Cl -7.86079 -5.53531 -1.88230  0.505
C -8.36017 -4.28489 -0.71529  -0.679
C -7.22757 -3.34566 -0.35902  -0.674
Cl -5.95828 -4.15387 0.59322  0.538
H -8.75528 -4.78710 0.16773  0.066
H -9.17240 -3.72532 -1.18167  0.023
H -7.60733 -2.52573 0.25217  0.076
H -6.76205 -2.91952 -1.24850  0.034
Cl -4.48833 -5.24853 -11.88296  0.531
C -4.41069 -3.59156 -12.53237  -0.668
C -4.74650 -2.55102 -11.48669  -0.667
Cl -6.46096 -2.60755 -11.00678  0.529
H -5.08480 -3.53212 -13.38668  0.066
H -3.39170 -3.43947 -12.89043  0.071
H -4.56283 -1.55277 -11.88623  0.072
H -4.14092 -2.67503 -10.58889  0.048
Cl 7.11345 -1.81063 2.97941  0.560
C 8.00938 -3.34390 2.86394  -0.665
C 7.10823 -4.54569 3.04255  -0.674
Cl 6.48963 -4.68118 4.70888  0.531
H 8.80632 -3.32714 3.60780  0.062
H 8.46762 -3.36852 1.87400  0.066
H 7.66670 -5.46028 2.83726  0.070
H 6.25429 -4.50883 2.36752  0.021
Cl -0.44376 4.35564 -0.75870  0.658
C -0.53955 5.29815 -2.26774  -0.630
C -0.63585 4.41290 -3.49099  -0.661
Cl 0.87129 3.51629 -3.79171  0.578
H 0.33204 5.95085 -2.31358  0.071
H -1.43022 5.92364 -2.19262  0.069
H -0.82256 5.02465 -4.37505  0.067
H -1.44659 3.69001 -3.39890  0.069
Cl -8.85007 -3.01434 -3.91638  0.557
C -10.42016 -2.95461 -4.75266  -0.646
C -11.33862 -1.90370 -4.16897  -0.663
Cl -11.88530 -2.32600 -2.52615  0.537
H -10.86621 -3.94809 -4.70422  0.071
H -10.21300 -2.72505 -5.79882  0.073
H -12.23358 -1.81034 -4.78581  0.070
H -10.85328 -0.92904 -4.12306  0.068
Cl 7.89173 -1.61108 -1.72533  0.508
C 6.14390 -1.68458 -2.07910  -0.655
C 5.30992 -1.81203 -0.82467  -0.639
Cl 5.52357 -3.39345 -0.03161  0.571
H 5.97299 -2.51838 -2.75963  0.066
H 5.88752 -0.76128 -2.59936  0.074
H 4.24992 -1.72398 -1.07337  0.057
H 5.55399 -1.03600 -0.09884  0.075
Cl 9.32794 6.59508 10.28434  0.537
C 8.14148 7.74164 9.61274  -0.667
C 7.56043 7.26057 8.30152  -0.652
Cl 8.76497 7.26785 6.98814  0.570
H 8.63183 8.70858 9.50210  0.068
H 7.34685 7.84461 10.35261  0.072
H 6.75039 7.92198 7.99087  0.079
H 7.16063 6.25007 8.38700  0.072

As for the net charge: -1. The energy is -10864.67993 hartree. Its strongest force on any atom is 2.98 eV/Å. The spin multiplicity is 1.

***

Entry 2:
Molecular formula: C31H65N3O20
Method: DFT, wB97M-V/def2-TZVPD

Each line ends with the Löwdin spin population.
CARTESIAN COORDINATES (ANGSTROEM)
C -12.86433 5.62708 -4.18360  0.005
N -11.92346 5.47822 -5.35980  0.025
O -11.96226 6.35817 -6.18938  0.023
O -11.31238 4.45183 -5.60565  0.001
H -13.03950 6.69352 -4.04169  0.000
H -12.33958 5.14731 -3.35743  0.001
H -13.69684 5.01001 -4.52159  0.003
C -14.21477 9.26880 -4.92979  0.000
N -15.15400 9.47709 -6.06202  0.000
O -15.96559 10.39537 -5.95406  0.000
O -15.03226 8.67887 -6.95740  0.000
H -14.70175 8.69678 -4.14002  0.000
H -13.99606 10.24479 -4.49654  0.000
H -13.39296 8.68258 -5.34098  0.000
C -12.70410 1.00919 -6.31922  0.026
N -13.66240 1.71288 -5.38408  0.402
O -14.83232 1.70098 -5.61996  0.257
O -13.14015 2.25790 -4.40739  0.213
H -11.81536 1.63653 -6.38779  0.007
H -13.12468 0.82583 -7.30795  0.002
H -12.42366 0.06358 -5.85523  0.020
O -15.59231 0.26587 -16.60378  0.000
C -15.54224 1.49623 -16.65760  0.000
O -14.83618 2.30819 -15.87202  0.000
C -14.03209 1.79864 -14.81911  0.000
C -13.80804 2.74327 -13.63711  0.000
C -16.25703 2.26035 -17.75596  0.000
H -13.03775 1.51492 -15.16391  0.000
H -14.54129 0.93046 -14.40069  0.000
H -13.38466 3.67158 -14.02062  0.000
H -13.00671 2.43175 -12.96710  0.000
H -14.72268 3.01188 -13.10853  0.000
H -15.48769 2.80146 -18.30679  0.000
H -16.97855 2.85745 -17.19830  0.000
H -16.77437 1.50745 -18.35060  0.000
O -10.42580 0.97447 -13.40818  0.000
C -10.12961 0.87725 -12.21604  0.000
O -9.07393 1.39709 -11.61172  0.000
C -8.01992 1.98566 -12.28616  0.000
C -8.36868 3.42400 -12.67102  0.000
C -11.03395 0.29185 -11.14975  0.000
H -7.60158 1.42884 -13.12464  0.000
H -7.31862 2.02079 -11.45248  0.000
H -8.88378 4.00894 -11.90904  0.000
H -8.88233 3.42730 -13.63240  0.000
H -7.45705 3.95074 -12.95314  0.000
H -10.44761 -0.12232 -10.32953  0.000
H -11.57092 -0.56578 -11.55503  0.000
H -11.73315 1.00554 -10.71403  0.000
O -13.18606 3.49691 -8.25910  0.000
C -14.28525 3.08430 -8.54346  0.001
O -15.50522 3.58251 -8.17477  0.003
C -15.58568 4.69946 -7.31249  0.003
C -16.38520 5.70734 -8.14623  0.000
C -14.42128 1.89085 -9.49354  0.001
H -14.64568 5.22589 -7.14702  0.000
H -15.87542 4.39463 -6.30689  0.003
H -16.31359 6.67127 -7.64244  0.000
H -17.44925 5.49847 -8.25700  0.000
H -15.87231 5.82073 -9.10130  0.000
H -15.36722 1.38800 -9.29245  0.000
H -13.56452 1.23310 -9.34722  0.000
H -14.46165 2.21612 -10.53309  0.000
O -13.44172 -3.12731 -11.37111  0.000
C -14.55573 -3.19143 -11.88427  0.000
O -15.54555 -2.38862 -11.73575  0.000
C -15.52191 -1.36005 -10.77817  0.000
C -16.82666 -1.37051 -10.01985  0.000
C -14.89765 -4.19118 -12.96830  0.000
H -15.46815 -0.37118 -11.23353  0.000
H -14.65708 -1.47273 -10.12437  0.000
H -16.75352 -2.28314 -9.42836  0.000
H -17.72974 -1.36825 -10.63022  0.000
H -16.87030 -0.54297 -9.31178  0.000
H -14.86522 -3.76600 -13.97143  0.000
H -15.95274 -4.40561 -12.79824  0.000
H -14.26519 -5.04353 -12.72010  0.000
O -10.28505 7.39747 -12.19890  0.000
C -10.64581 6.28084 -12.60065  0.000
O -11.27725 5.36607 -11.77787  0.000
C -11.30171 5.53860 -10.36215  0.000
C -12.48301 6.46551 -9.97827  0.000
C -10.52780 5.84459 -14.09617  0.000
H -10.34447 5.90713 -9.99336  0.000
H -11.46257 4.55479 -9.92130  0.000
H -13.34982 6.05394 -10.49533  0.000
H -12.34917 7.50363 -10.28241  0.000
H -12.74130 6.33990 -8.92679  0.000
H -9.58044 5.34573 -14.30051  0.000
H -10.70613 6.65625 -14.80152  0.000
H -11.25799 5.05720 -14.28314  0.000
O -18.17919 1.33247 -11.90787  0.000
C -18.22777 2.56612 -11.76735  0.000
O -18.72373 3.43008 -12.58360  0.000
C -19.40102 3.00936 -13.73530  0.000
C -18.61350 2.78309 -14.96107  0.000
C -17.47005 3.32748 -10.68795  0.000
H -20.17847 3.75689 -13.89306  0.000
H -20.01408 2.16099 -13.43113  0.000
H -19.24856 2.32666 -15.72033  0.000
H -17.82514 2.04756 -14.80112  0.000
H -18.43998 3.76619 -15.39869  0.000
H -17.12534 2.54392 -10.01319  0.000
H -18.05539 4.13434 -10.24698  0.000
H -16.58262 3.81566 -11.09075  0.000
O -17.33422 6.74463 -5.08497  0.000
C -18.42414 6.88587 -5.64903  0.000
O -19.23373 5.86032 -5.99669  0.000
C -18.99655 4.58480 -5.42215  0.000
C -19.62450 3.48022 -6.31123  0.000
C -18.78219 8.16164 -6.24590  0.000
H -19.51220 4.49848 -4.46572  0.000
H -17.96616 4.26861 -5.25963  0.000
H -20.70241 3.49150 -6.47270  0.000
H -19.35610 2.51952 -5.87178  0.000
H -19.16545 3.50888 -7.29943  0.000
H -19.72097 8.05566 -6.78956  0.000
H -18.03977 8.47017 -6.98192  0.000
H -18.86228 8.94294 -5.49009  0.000

As for the energy relative to the best compared isomer or geometry (same formula, charge and spin): 22.2 kcal per mole. As for the expectation value of S²: 0.754. As for the net charge: -1. Its strongest force on any atom is 7.03 eV/Å. The spin multiplicity is 2.